C45H34GdN13O2S as an isolated structure in a non-equilibrium geometry, computed with ωB97M-V/def2-TZVPD.

The energy comes out at -3761.068169 Eh. Its LUMO energy (spin up / spin down) is -6.7 / -6.3 eV. The HOMO-LUMO gap (spin up / spin down) is 7.206 / 7.527 eV.

The geometry in ORCA input format:
```
! wB97M-V def2-TZVPD RIJCOSX def2/J DEFGRID3
* xyz 2 8
Gd -0.553 -0.072 0.184
C -2.998 3.900 1.076
C -2.611 2.571 0.959
N -1.352 2.195 1.168
C -0.474 3.133 1.548
C -0.866 4.470 1.594
N -2.113 4.846 1.351
C 0.887 2.671 1.908
C 1.768 3.485 2.601
C 3.034 3.017 2.959
C 3.323 1.703 2.590
C 2.395 0.951 1.888
N 1.195 1.423 1.543
C 2.669 -0.459 1.525
C 3.952 -1.004 1.481
N 4.160 -2.283 1.211
C 3.094 -3.056 1.038
C 1.814 -2.521 1.049
N 1.609 -1.221 1.240
C 4.002 3.855 3.701
C 5.249 3.364 4.088
C 6.124 4.193 4.773
N 5.841 5.451 5.085
C 4.657 5.927 4.725
C 3.714 5.177 4.040
H -4.024 4.214 0.930
H -3.316 1.802 0.671
H -0.166 5.266 1.815
H 1.452 4.474 2.890
H 4.259 1.250 2.877
H 4.837 -0.399 1.644
H 3.273 -4.111 0.870
H 0.935 -3.140 0.909
H 5.561 2.351 3.879
H 7.097 3.832 5.086
H 4.454 6.957 4.997
H 2.771 5.643 3.789
C -3.461 -3.720 -0.983
C -2.937 -2.473 -0.661
N -1.685 -2.150 -0.962
C -0.940 -3.058 -1.605
C -1.487 -4.295 -1.940
N -2.731 -4.620 -1.624
C 0.454 -2.661 -1.916
C 1.362 -3.538 -2.489
C 2.670 -3.130 -2.746
C 2.985 -1.810 -2.414
C 2.024 -0.985 -1.856
N 0.779 -1.403 -1.597
C 2.311 0.432 -1.538
C 3.607 0.953 -1.485
N 3.847 2.233 -1.262
C 2.797 3.035 -1.131
C 1.507 2.530 -1.152
N 1.257 1.230 -1.315
C 3.671 -4.038 -3.344
C 4.840 -3.552 -3.932
C 5.738 -4.448 -4.493
N 5.544 -5.760 -4.507
C 4.437 -6.231 -3.949
C 3.480 -5.419 -3.357
H -4.470 -4.004 -0.717
H -3.533 -1.727 -0.150
H -0.928 -5.050 -2.479
H 1.051 -4.538 -2.746
H 3.978 -1.430 -2.589
H 4.482 0.325 -1.603
H 2.998 4.090 -0.992
H 0.651 3.179 -1.023
H 5.063 -2.497 -3.989
H 6.652 -4.096 -4.956
H 4.306 -7.307 -3.975
H 2.620 -5.881 -2.892
O -2.515 -2.915 3.099
C -2.029 -2.048 2.479
N -1.536 -1.162 1.830
C -6.200 5.354 -4.244
C -5.079 4.492 -3.748
C -5.230 3.110 -3.629
C -4.194 2.306 -3.188
C -2.986 2.896 -2.849
C -2.816 4.274 -2.931
C -3.858 5.063 -3.384
S -1.538 1.984 -2.360
C -1.236 1.102 -3.903
O -1.949 0.881 -1.393
H -6.996 4.758 -4.684
H -5.840 6.063 -4.989
H -6.625 5.938 -3.425
H -6.175 2.655 -3.896
H -4.330 1.234 -3.097
H -1.869 4.721 -2.647
H -3.724 6.135 -3.454
H -2.117 0.517 -4.159
H -0.376 0.453 -3.735
H -1.020 1.833 -4.681
*
```